Record 1
91
Properties=species:S:1:pos:R:3:forces:R:3:lowdin_charge:R:1 method="wB97M-V/def2-TZVPD" e_tot_ha=-4776.702353 orbital_gap_ev=6.62 e_above_lowest_kcal_mol=85.2 multiplicity=1 largest_force_ha_per_bohr=0.09937
Hg -0.653323 -0.067825 -2.217864 -0.4 0.5 0.5 1.23
C -2.032233 2.505325 0.790316 1.2 -0.8 -0.7 -0.57
F -1.793243 3.391665 1.745526 -0.5 -0.6 -0.6 0.17
F -1.973403 1.225475 1.317606 -0.5 1.9 -0.7 0.08
F -3.191643 2.721595 0.165246 0.7 -0.3 0.8 0.14
S -0.526383 2.610815 -0.494484 1.5 1.7 0.7 0.70
O 0.068367 3.963255 -0.385604 -2.2 -2.9 -0.5 -0.27
O 0.363557 1.547265 -0.136154 -0.4 -1.0 0.1 -0.34
N -1.181003 2.040225 -2.055654 -0.1 2.3 2.4 -0.40
S -1.158503 3.440645 -2.891194 3.0 2.2 -3.5 0.60
O -1.901173 4.506925 -2.290744 -1.0 -0.8 0.1 -0.28
O 0.215277 3.817325 -3.272584 -2.3 -1.3 0.2 -0.30
C -2.041033 3.064485 -4.615954 -0.2 -1.7 1.6 -0.58
F -2.493913 4.187185 -5.108494 0.2 -0.1 -0.1 0.18
F -1.253323 2.411585 -5.493564 -0.8 0.8 0.9 0.13
F -3.119433 2.232825 -4.318374 1.0 0.9 -0.6 0.05
C 1.397047 -2.054545 -5.146394 0.3 -0.3 0.1 -0.50
F 2.000207 -3.141535 -4.617704 -0.4 1.4 -1.2 0.12
F 1.780887 -1.834485 -6.469244 -0.8 -0.5 2.9 0.11
F 0.065807 -2.297165 -5.070944 1.2 0.5 -0.6 0.09
S 1.748067 -0.443395 -4.033584 -0.2 -0.1 -0.2 0.72
O 3.082447 0.009875 -4.322664 -1.4 -0.9 0.5 -0.23
O 0.633797 0.439435 -4.318744 0.0 -0.4 -0.3 -0.38
N 1.329947 -0.927685 -2.369664 0.7 0.0 -3.5 -0.38
S 2.751987 -1.300015 -1.756124 3.5 1.0 2.2 0.58
O 3.407287 -2.346655 -2.492744 -0.5 -0.1 0.1 -0.28
O 3.532697 -0.091735 -1.510224 -1.2 -1.6 0.3 -0.27
C 2.319027 -2.109715 -0.082584 -0.6 3.0 -0.7 -0.58
F 1.612487 -3.195815 -0.361804 0.5 -0.2 0.9 0.14
F 3.450067 -2.287095 0.602776 -1.3 -0.5 -0.5 0.16
F 1.513977 -1.192295 0.601356 1.1 -1.8 -0.7 0.06
C -4.130343 -2.809015 -3.678704 -0.2 0.3 -0.1 -0.02
C -3.318873 -1.566805 -3.219944 -2.0 0.6 0.0 -0.47
C -4.322253 -0.442725 -2.821824 -0.2 0.0 1.9 -0.12
C -4.878263 -0.658445 -1.390514 0.4 -1.5 -1.5 -0.15
C -3.779883 -1.089335 -0.367514 -2.2 1.3 0.0 -0.13
C -2.795813 -2.182295 -0.728824 1.2 1.6 1.3 -0.46
N -2.313173 -1.823755 -2.094254 -0.5 2.4 0.1 -0.15
O -1.218583 -2.563695 -2.469994 0.4 -1.4 -0.7 -0.06
C -1.579883 -2.047945 0.368676 -0.6 0.3 -1.6 0.02
C -3.436453 -3.506025 -0.705944 -0.6 -2.8 -0.6 -0.04
C -2.661183 -1.017855 -4.425974 1.4 -0.8 -1.9 -0.07
H -3.466913 -3.654585 -3.860284 -0.3 -0.4 0.7 0.09
H -4.646943 -2.719015 -4.634284 0.6 0.9 -0.5 0.09
H -5.041603 -2.928175 -3.092614 0.6 -0.8 0.8 0.08
H -3.878903 0.548755 -2.914044 0.4 -0.1 0.1 0.09
H -5.196373 -0.415105 -3.472404 0.3 -0.3 -0.5 0.13
H -5.588573 -1.477755 -1.501424 0.0 -0.5 0.1 0.09
H -5.590143 0.119125 -1.113544 0.8 0.5 0.5 0.12
H -4.426913 -1.495165 0.410146 0.6 0.3 0.8 0.13
H -3.305053 -0.151645 -0.078774 0.3 -0.3 0.4 0.10
H -0.940183 -1.229575 0.038276 0.0 0.3 0.0 0.03
H -1.926933 -1.729845 1.351766 -0.4 -0.3 -0.1 0.09
H -0.867023 -2.863785 0.488396 -0.5 -0.4 -0.3 0.08
H -4.410013 -3.590825 -1.188744 -0.1 0.6 0.1 0.08
H -2.858313 -4.239405 -1.268084 0.4 -0.1 -0.2 0.09
H -3.558073 -4.063135 0.222996 0.2 0.8 0.6 0.11
H -3.364383 -0.747605 -5.213754 -0.5 0.0 0.4 0.11
H -2.083693 -1.822595 -4.880944 0.3 0.2 -0.1 0.08
H -2.034323 -0.128285 -4.364164 0.2 0.0 0.5 0.05
H -1.520193 -3.471325 -2.552664 0.1 -0.7 -0.2 0.10
C 1.296377 2.666125 2.891086 -0.3 0.3 -0.6 -0.03
C 2.549827 1.831355 3.235706 1.6 -0.4 -0.3 -0.46
C 3.565077 2.832425 3.774386 1.4 0.5 2.5 -0.11
C 4.562867 2.356635 4.920626 1.3 1.5 -3.3 -0.20
C 3.923907 1.583155 5.942086 -2.0 -2.4 1.4 -0.16
C 3.122067 0.337695 5.327106 1.6 1.3 -0.6 -0.44
N 2.197167 0.853785 4.247826 -0.2 0.1 3.1 -0.11
O 1.376317 -0.205405 3.785976 0.6 -0.1 -1.2 -0.02
C 4.167297 -0.720675 4.797416 -0.8 0.3 0.1 -0.03
C 2.236457 -0.233545 6.415676 0.1 -0.3 0.6 -0.06
C 3.313677 1.093975 2.075026 -1.6 0.6 -1.6 -0.01
H 0.369957 2.094175 2.943166 0.2 -0.2 -0.4 0.07
H 1.369277 3.235395 1.964416 0.1 -0.8 -0.7 0.07
H 1.121217 3.542915 3.514526 0.4 -0.4 1.0 0.08
H 4.190357 3.282415 3.003266 -0.3 -0.2 -0.3 0.12
H 3.086277 3.672975 4.276706 -0.5 0.0 -0.1 0.10
H 5.136387 3.239505 5.202946 -0.6 0.5 0.8 0.11
H 5.440547 1.840675 4.531286 -0.3 -0.8 -0.5 0.11
H 3.198707 2.109285 6.562876 -0.1 0.5 -0.2 0.12
H 4.627987 1.156835 6.656666 0.2 -0.1 0.0 0.12
H 4.817127 -0.310935 4.024156 -0.3 0.0 -0.1 0.07
H 4.855407 -1.124695 5.539956 -0.2 0.2 0.5 0.08
H 3.606457 -1.573135 4.414176 0.1 0.0 -0.3 0.07
H 1.991547 -1.264605 6.160646 -0.6 0.1 0.1 0.08
H 2.644287 -0.267395 7.425936 1.0 -0.2 -0.2 0.08
H 1.399777 0.431055 6.631006 -0.5 -0.2 -0.7 0.09
H 2.705877 1.286645 1.190966 -0.3 -0.6 -0.3 0.06
H 3.397997 0.013645 2.192856 0.0 0.2 0.2 0.06
H 4.243607 1.518595 1.696856 0.4 0.1 0.9 0.08
H 0.671077 -0.337025 4.423866 0.0 0.5 0.3 0.09

=====

Record 2
22
Properties=species:S:1:pos:R:3:forces:R:3:nbo_charge:R:1 method="wB97M-V/def2-TZVPD" charge=+1 e_tot_ha=-403.794147 orbital_gap_ev=8.86 e_above_lowest_kcal_mol=92.4 multiplicity=1 largest_force_ha_per_bohr=0.10983
C 3.318078 -0.836968 0.186616 -1.2 -3.0 0.4 -0.62
C 2.383070 0.317953 0.017507 -1.1 0.5 1.1 -0.45
C 0.859067 0.191791 0.418517 1.3 1.6 -2.8 -0.06
C -0.020451 1.086662 -0.083458 1.1 -3.8 4.0 -0.14
N -1.389072 1.170788 0.348780 -0.8 0.2 -0.3 -0.42
C -2.235786 0.902463 -0.569724 -3.1 -0.1 1.1 0.17
H 4.310717 -0.574567 0.306311 2.0 1.3 0.4 0.23
H 3.391866 -1.508299 -0.673508 -0.6 0.1 -0.2 0.22
H 3.138224 -1.532324 1.027340 -0.3 0.5 -0.1 0.21
H 2.451183 0.471216 -1.056933 -0.2 1.3 0.1 0.24
H 2.751401 1.116087 0.721947 -0.3 -0.2 -1.3 0.24
H 0.604989 -0.677849 0.926232 -0.8 -1.2 1.4 0.21
H 0.304031 1.849747 -0.618088 1.2 3.5 -2.5 0.21
H -1.582937 1.565153 1.309366 -0.4 -0.9 -1.4 0.48
H -1.907815 0.686332 -1.526774 1.6 -0.5 -1.6 0.20
H -3.369686 0.794212 -0.624373 1.5 0.8 1.5 0.26
H -4.108512 3.683176 0.817049 -0.2 -0.6 0.1 0.50
H -4.744198 2.307882 1.329601 1.2 1.1 -0.9 0.50
O -4.001109 2.715481 0.791620 -1.0 -0.5 0.9 -0.99
H 0.690033 -4.359301 -1.013616 0.5 0.0 -0.4 0.46
H 1.522628 -5.427907 -0.383022 0.4 0.7 -1.2 0.47
O 1.557073 -4.785541 -1.141587 -0.9 -0.6 1.6 -0.93

=====

Record 3
87
Properties=species:S:1:pos:R:3:forces:R:3:lowdin_charge:R:1 method="wB97M-V/def2-TZVPD" e_tot_ha=-2717.601017 smiles="O=S1(=O)OCCO1.O=S1(=O)OCCO1.C1CCOC1.C1CCOC1.C1CCOC1.C1CCOC1.C1CCOC1" orbital_gap_ev=9.71 e_above_lowest_kcal_mol=100.5 multiplicity=1 largest_force_ha_per_bohr=0.07436
C -0.400657 0.673160 -0.106289 0.9 -0.6 1.3 -0.11
C 0.701060 -0.269598 0.425111 -1.3 -2.4 -1.1 -0.17
O 1.687355 0.596133 0.827284 1.8 0.1 1.5 -0.20
S 1.794932 1.861274 -0.058725 1.0 1.6 1.3 0.57
O 2.741375 1.693645 -1.111860 -0.2 0.4 0.4 -0.21
O 1.874257 2.957622 0.886485 0.2 -0.9 -1.6 -0.23
O 0.380200 1.714412 -0.645978 -0.9 1.6 -1.7 -0.19
H -0.960774 1.052368 0.750969 -0.1 0.0 -0.3 0.12
H -1.021090 0.308862 -0.892422 -0.5 -0.4 -0.4 0.11
H 1.142229 -1.020645 -0.286509 -0.7 0.7 0.2 0.14
H 0.357647 -0.808803 1.295818 -0.1 -0.1 0.2 0.11
C 1.576174 1.355019 5.220861 0.6 0.2 0.9 -0.14
C 1.524937 1.871692 3.809732 0.4 -0.8 -1.2 -0.12
O 0.152621 1.684209 3.409539 0.9 2.8 -1.6 -0.17
S -0.553509 0.602407 4.157155 -1.8 -3.4 -0.1 0.53
O -0.584678 -0.594582 3.345299 -0.2 0.7 0.7 -0.25
O -1.786606 1.079691 4.677696 0.2 0.1 0.2 -0.21
O 0.532443 0.394439 5.260908 -0.2 -0.7 1.0 -0.18
H 1.406208 2.098067 6.016928 0.0 -0.1 -0.4 0.14
H 2.500033 0.794944 5.416980 -0.2 0.3 -0.1 0.14
H 2.108408 1.235662 3.145188 0.1 0.0 0.2 0.11
H 1.772175 2.882128 3.582340 0.1 0.8 0.3 0.13
C -0.407346 -0.523499 -3.598037 -0.1 0.1 -0.8 -0.15
C -0.206994 0.885339 -4.204920 -0.6 0.2 0.1 -0.13
C -1.653002 1.370530 -4.358804 -0.3 0.6 0.7 -0.18
O -2.413077 0.679810 -3.346152 0.1 0.1 -0.5 -0.13
C -1.926656 -0.630139 -3.385040 0.3 -1.2 0.3 -0.24
H 0.157098 -0.598436 -2.680756 0.2 -0.3 0.2 0.08
H -0.120533 -1.288513 -4.327474 0.3 0.0 0.4 0.11
H 0.335124 0.904145 -5.151516 -0.1 -0.2 0.1 0.11
H 0.302592 1.557499 -3.523098 0.2 -0.1 0.2 0.08
H -2.030044 1.174941 -5.360203 -0.3 -0.3 -0.1 0.12
H -1.831458 2.422791 -4.127251 0.3 0.0 -0.2 0.11
H -2.359358 -1.241881 -4.190743 -0.1 0.5 -0.3 0.12
H -2.208117 -1.209112 -2.490137 0.1 0.6 0.1 0.12
C 0.864877 -5.419102 -1.617640 -0.3 -0.4 0.0 -0.18
C 1.796864 -4.966475 -2.717550 0.8 -0.2 0.4 -0.18
C 2.080680 -3.537905 -2.323771 -0.7 1.0 0.5 -0.16
O 1.957519 -3.517260 -0.866273 0.4 0.4 -0.3 -0.17
C 1.380475 -4.713432 -0.383802 0.0 -0.7 0.5 -0.23
H 0.838357 -6.507029 -1.608095 -0.1 0.0 0.5 0.12
H -0.134118 -5.044975 -1.816603 -0.3 -0.1 -0.2 0.11
H 1.328536 -5.159237 -3.657099 -0.2 0.4 -0.9 0.10
H 2.749126 -5.521417 -2.720152 -0.3 0.0 0.2 0.12
H 1.302344 -2.813985 -2.687275 0.8 -0.6 -0.1 0.11
H 3.094814 -3.191136 -2.572462 -0.4 0.0 0.0 0.12
H 0.589112 -4.481513 0.348933 0.2 0.0 -0.3 0.12
H 2.119499 -5.342955 0.146319 0.0 0.3 -0.2 0.12
C 3.077254 -3.520394 3.797897 0.8 -0.1 -1.1 -0.14
C 3.866686 -2.992087 2.551672 0.3 -0.5 0.8 -0.13
C 3.666690 -1.496866 2.618790 -1.4 -0.1 -0.4 -0.19
O 2.586661 -1.225973 3.507413 -0.1 -0.8 1.1 -0.16
C 1.999598 -2.499859 3.842814 -0.7 0.9 -0.7 -0.21
H 3.608127 -3.501579 4.752077 0.4 -0.1 -0.3 0.12
H 2.770366 -4.545205 3.569850 -0.3 0.2 0.4 0.11
H 3.447296 -3.407663 1.632661 0.0 0.0 0.1 0.10
H 4.920715 -3.251428 2.614928 0.1 -0.1 -0.2 0.11
H 3.293550 -1.080268 1.701168 0.7 0.2 -0.9 0.10
H 4.501201 -0.990812 3.008350 1.3 0.8 0.2 0.11
H 1.241116 -2.676775 3.086537 -0.4 -0.3 0.0 0.11
H 1.565797 -2.387601 4.802996 -0.7 0.1 0.8 0.11
C 0.017389 4.277776 -2.632395 0.0 0.2 0.9 -0.17
C -0.504141 5.217556 -3.718016 0.8 0.4 -0.4 -0.17
C -1.281515 6.281896 -2.960476 -0.1 0.0 0.6 -0.19
O -0.886584 6.212075 -1.565359 -0.1 -0.4 -1.0 -0.14
C 0.191934 5.274079 -1.466039 0.8 0.9 -1.1 -0.20
H 0.914372 3.668777 -2.872898 -0.4 0.7 0.1 0.12
H -0.725908 3.604935 -2.225456 -0.5 -0.5 -0.5 0.09
H -1.089458 4.788696 -4.525520 -0.2 -0.3 0.1 0.10
H 0.333353 5.729665 -4.222014 0.0 -0.4 0.2 0.12
H -2.345118 6.111114 -3.029309 -0.5 -0.1 0.2 0.11
H -1.109383 7.271252 -3.379431 0.2 0.2 0.2 0.11
H 0.120498 4.833887 -0.484952 0.3 -0.2 0.3 0.11
H 1.142524 5.836211 -1.637079 -0.4 -0.4 0.6 0.13
C -3.442332 0.132593 1.413329 0.5 -1.4 1.1 -0.18
C -4.355165 -0.102427 0.238547 1.4 0.6 -1.2 -0.19
C -5.661489 0.092167 0.890090 -1.8 0.9 0.7 -0.23
O -5.575480 -0.583289 2.137151 -0.4 -0.1 -0.3 -0.14
C -4.260017 -0.418517 2.621419 0.5 -0.5 -0.7 -0.18
H -3.210206 1.172895 1.544833 0.0 0.6 0.0 0.11
H -2.510986 -0.429493 1.354327 0.1 0.1 -0.1 0.09
H -4.267391 -1.099860 -0.164609 0.1 -0.5 0.0 0.11
H -4.048193 0.584553 -0.577071 -0.7 -0.2 0.3 0.12
H -6.527182 -0.361934 0.401973 0.1 0.4 -0.2 0.13
H -5.823782 1.184938 1.116064 -0.1 -0.7 -0.5 0.14
H -3.929397 -1.435543 2.908545 0.2 0.7 0.2 0.13
H -4.262472 0.283385 3.440301 0.2 0.0 0.5 0.11

=====

Record 4
13
Properties=species:S:1:pos:R:3:forces:R:3:nbo_charge:R:1 method="wB97M-V/def2-TZVPD" e_tot_ha=-394.815750 orbital_gap_ev=8.15 e_above_lowest_kcal_mol=95.3 multiplicity=1 largest_force_ha_per_bohr=0.12623
C 0.447078 -0.412624 -0.608887 2.8 -1.9 -5.5 0.16
C 1.726569 -0.832235 -0.302350 -3.6 1.5 3.4 -0.21
C -0.140768 0.144149 0.424047 0.1 1.9 5.6 -0.15
C -1.228423 0.890307 0.538564 -2.8 0.0 0.4 0.30
H -1.246201 -0.120243 -1.533446 1.6 -1.4 -1.8 0.38
H 0.100614 -1.198989 -2.334214 -1.9 1.4 0.1 0.40
H 2.516693 -1.243498 -0.819385 1.3 -0.8 -0.9 0.22
H -2.136763 0.860947 -0.084239 0.9 0.3 -0.4 0.19
H -0.802394 1.297501 2.166261 2.8 -0.4 3.0 0.50
N -0.246279 -0.355922 -1.803150 0.3 -1.1 -0.2 -0.80
N 1.769684 -0.601459 1.143967 1.1 0.0 -1.0 -0.12
N 0.754558 0.018786 1.556680 -0.4 0.0 -0.4 -0.25
O -1.514368 1.553280 1.656151 -2.0 0.4 -2.2 -0.60